Model i:
The molecule C3H6N2O3. Source: the Open Molecules 2025 dataset; level of theory: ωB97M-V/def2-TZVPD.

Output
* SMILES: CO/[N+]([O-])=C\C(N)=O
* HOMO energy: -9.67 eV
* HOMO-LUMO gap: 9.8498 eV

Geometry as XYZ:
```
14
C3H6N2O3 | the Open Molecules 2025 dataset | ωB97M-V/def2-TZVPD
O -1.989 -0.275 0.809
O 2.036 0.216 -0.534
O -0.170 1.079 -0.439
N 0.888 0.031 -0.138
N -1.182 -2.271 1.581
C 0.395 -0.914 0.525
C -1.059 -1.063 0.825
C 0.363 2.298 -0.863
H 0.399 2.446 -1.937
H 1.395 2.438 -0.444
H -0.400 2.967 -0.514
H -1.999 -2.579 2.173
H 0.927 -1.785 0.797
H -0.492 -3.020 1.303
```

Model ii:
A structure of composition C3H6N2O3. Source: the Open Molecules 2025 dataset; level of theory: ωB97M-V/def2-TZVPD.

Output
* HOMO energy: -8.68 eV
* HOMO-LUMO gap: 9.3939 eV

Geometry as XYZ:
```
14
C3H6N2O3 | the Open Molecules 2025 dataset | ωB97M-V/def2-TZVPD
O -1.235 1.382 0.783
O -1.435 -0.781 0.243
O 0.336 0.423 -0.359
N 2.190 -0.353 -0.925
N 3.134 -1.305 -1.296
C 0.971 -0.692 -0.644
C -2.559 1.318 1.179
C -0.748 0.241 0.202
H 0.478 -1.699 -0.673
H -2.558 0.921 2.211
H 4.100 -0.692 -1.869
H 3.341 -2.099 -0.494
H -3.182 0.866 0.495
H -2.833 2.471 1.149
```

Model iii:
The molecule C3H6N2O3. Source: the Open Molecules 2025 dataset; level of theory: ωB97M-V/def2-TZVPD.

Output
* SMILES: O/N=C\C(O)/C=N\O
* HOMO energy: -9.68 eV
* HOMO-LUMO gap: 9.9322 eV

Geometry as XYZ:
```
14
C3H6N2O3 | the Open Molecules 2025 dataset | ωB97M-V/def2-TZVPD
O -0.892 -0.471 -1.619
O 1.568 -0.703 -0.532
O 0.127 2.221 -0.943
N 1.041 -1.671 0.531
N 0.385 1.622 0.597
C -0.453 0.506 0.685
C -0.215 -1.553 0.636
C -1.100 -0.463 -0.147
H 2.544 -0.737 -0.063
H -0.246 0.540 -1.563
H -2.211 -0.677 -0.083
H 0.733 3.134 -0.744
H -0.925 -2.225 1.476
H -0.358 0.477 1.769
```

Which of them is most stable? Easy: model ii.

Model i:
A cluster of 3 separate species, C4H14NO3 in total. Source: the Open Molecules 2025 dataset; level of theory: ωB97M-V/def2-TZVPD.

Output
* 2S+1: 2
* HOMO energy (spin up / spin down): -3.50 / -7.24 eV
* HOMO-LUMO gap (spin up / spin down): 3.5184 / 7.2246 eV

Geometry as XYZ:
```
22
C4H14NO3 | the Open Molecules 2025 dataset | ωB97M-V/def2-TZVPD
O -0.241 -1.841 -2.164
O 1.770 1.348 0.790
O -0.315 2.160 -1.478
N 0.145 -0.359 -0.105
C -0.151 -0.099 1.371
C -1.563 0.499 1.452
C 0.864 1.121 1.652
C 1.243 -1.280 -0.214
H -0.226 1.851 -2.380
H 0.530 0.485 -0.607
H -1.967 1.012 0.585
H 0.467 -2.195 -2.699
H -0.771 -0.457 -0.578
H 0.815 1.758 2.555
H 0.006 -0.849 2.167
H -0.111 3.086 -1.348
H -1.718 1.198 2.276
H -1.055 -2.344 -2.177
H 1.014 -2.369 0.032
H 1.933 -1.167 0.607
H -2.434 -0.182 1.422
H 1.763 -1.377 -1.159
```

Model ii:
A cluster of 3 separate species, C4H14NO3 in total. Source: the Open Molecules 2025 dataset; level of theory: ωB97M-V/def2-TZVPD.

Output
* 2S+1: 2
* HOMO energy (spin up / spin down): -9.20 / -9.10 eV
* HOMO-LUMO gap (spin up / spin down): 9.9046 / 6.5008 eV

Geometry as XYZ:
```
22
C4H14NO3 | the Open Molecules 2025 dataset | ωB97M-V/def2-TZVPD
O -0.876 2.765 0.180
O -1.185 -1.724 -0.804
O -0.104 0.383 -0.558
N -3.612 -0.526 -0.548
C 6.200 -0.657 0.153
C -1.160 -0.288 -0.893
C -2.455 0.223 -0.134
C -2.165 -0.069 1.399
H -0.245 -1.940 -0.806
H 7.038 -0.032 0.425
H -1.112 0.181 1.476
H -3.385 -1.408 -0.976
H 5.451 -0.085 -0.400
H -1.525 -0.124 -1.945
H 6.424 -1.558 -0.405
H -0.220 3.361 0.550
H -0.460 1.924 -0.143
H -2.884 0.522 1.949
H -2.652 1.268 -0.334
H -2.215 -1.142 1.474
H 5.675 -0.899 1.082
H -4.532 -0.172 -0.744
```

Which of them is most stable? Easy: model ii.

Model i:
A cluster of 2 separate species, C5H6INO in total. Source: the Open Molecules 2025 dataset; level of theory: ωB97M-V/def2-TZVPD.

Output
* SMILES: Ic1ccccn1.O
* HOMO energy: -8.85 eV
* HOMO-LUMO gap: 9.4645 eV

Geometry as XYZ:
```
14
C5H6INO | the Open Molecules 2025 dataset | ωB97M-V/def2-TZVPD
I 3.254 -0.058 -0.060
O 0.608 -2.095 0.398
N 0.632 0.450 1.174
C 1.194 0.376 -0.030
C -0.921 0.857 -1.065
C -1.490 0.944 0.173
C 0.470 0.642 -1.147
C -0.653 0.694 1.260
H -2.565 0.945 0.426
H 0.499 -2.675 1.185
H -1.372 1.142 -2.069
H 0.428 -2.606 -0.364
H -0.974 0.759 2.280
H 0.890 0.623 -2.161
```

Model ii:
A cluster of 2 separate species, C5H6INO in total. Source: the Open Molecules 2025 dataset; level of theory: ωB97M-V/def2-TZVPD.

Output
* SMILES: Ic1ccccn1.O
* HOMO energy: -8.90 eV
* HOMO-LUMO gap: 9.4150 eV

Geometry as XYZ:
```
14
C5H6INO | the Open Molecules 2025 dataset | ωB97M-V/def2-TZVPD
I -2.620 2.119 -0.708
O 1.168 1.485 -0.902
N -1.139 0.530 1.235
C 0.299 -1.422 0.970
C 0.181 -1.254 -0.438
C -0.338 -0.459 1.755
C -0.566 -0.223 -0.989
C -1.333 0.528 -0.095
H 1.731 0.831 -0.379
H 1.771 2.038 -1.381
H -0.623 0.121 -2.033
H 0.717 -1.911 -1.218
H -0.225 -0.343 2.828
H 0.977 -2.040 1.353
```

Which of them is most stable? Easy: model i.

Model i:
The molecule C7H12O3. Source: the Open Molecules 2025 dataset; level of theory: ωB97M-V/def2-TZVPD.

Output
* HOMO energy (spin up / spin down): -7.29 / -8.65 eV
* HOMO-LUMO gap (spin up / spin down): 6.7466 / 8.6306 eV

Geometry as XYZ:
```
22
C7H12O3 | the Open Molecules 2025 dataset | ωB97M-V/def2-TZVPD
O 2.562 -1.937 0.076
O -0.505 0.579 -1.658
O 0.800 -2.204 -1.348
C -1.066 0.223 -0.448
C -2.188 -0.524 -0.492
C -0.633 1.143 0.822
C -0.605 2.517 0.446
C 0.540 -0.771 0.580
C 0.766 0.521 1.232
C 1.451 -1.285 -0.499
H 0.189 3.170 0.779
H -1.318 2.906 -0.269
H 1.867 -0.446 -1.065
H -0.056 -1.521 1.086
H -2.618 -0.822 -1.439
H -2.653 -0.871 0.419
H 0.902 0.508 2.312
H 0.109 -1.725 -1.826
H 1.586 1.077 0.781
H -0.051 1.430 -1.527
H -1.326 0.807 1.594
H 2.248 -2.775 0.445
```

Model ii:
The molecule C7H12O3. Source: the Open Molecules 2025 dataset; level of theory: ωB97M-V/def2-TZVPD.

Output
* SMILES: O=C(O)[C@@H]1CC[C@@H]1CCO
* HOMO energy: -9.48 eV
* HOMO-LUMO gap: 9.8348 eV

Geometry as XYZ:
```
22
C7H12O3 | the Open Molecules 2025 dataset | ωB97M-V/def2-TZVPD
O -0.056 2.691 -0.381
O 0.489 0.857 -1.921
O 1.612 -0.909 -2.577
C 0.059 -0.239 0.745
C 1.170 -0.733 -0.235
C 1.195 -0.233 -1.659
C -1.125 0.436 0.053
C -1.278 1.920 0.316
C -0.161 -1.714 1.163
C 0.702 -2.188 -0.025
H -1.186 2.155 1.385
H 0.094 -2.547 -0.866
H 0.435 0.413 1.544
H -1.537 -0.009 -0.860
H 2.173 -0.550 0.177
H 0.299 -1.938 2.134
H -1.204 -2.057 1.178
H -2.157 2.327 -0.202
H 1.487 -2.926 0.181
H 0.577 1.732 -1.265
H -2.065 0.419 0.807
H 0.478 3.094 0.308
```

Which of them is most stable? Easy: model ii.

Model i:
A cluster of 2 separate species, C7H12O3 in total. Source: the Open Molecules 2025 dataset; level of theory: ωB97M-V/def2-TZVPD.

Output
* SMILES: C=C/C=C(/C)O.O/C=C/O
* HOMO energy: -8.15 eV
* HOMO-LUMO gap: 8.8090 eV

Geometry as XYZ:
```
22
C7H12O3 | the Open Molecules 2025 dataset | ωB97M-V/def2-TZVPD
O -1.282 -2.172 0.806
O 2.651 1.632 -1.493
O 2.383 -0.149 1.668
C -1.416 -0.078 -0.259
C -0.340 -2.096 -1.383
C 2.025 0.260 0.301
C 2.635 1.289 -0.198
C -2.389 1.972 0.880
C -2.004 0.683 0.865
C -1.012 -1.368 -0.255
H -1.026 -2.935 -1.635
H 0.622 -2.484 -1.145
H -1.651 -1.738 1.562
H -2.551 2.533 1.786
H 1.260 -0.459 -0.132
H -0.173 -1.499 -2.283
H 2.199 1.068 -2.129
H -2.290 -0.004 1.754
H -1.439 0.432 -1.179
H 2.918 0.625 2.056
H -2.355 2.598 -0.012
H 3.236 1.889 0.426
```

Model ii:
A structure of composition C7H12O3. Source: the Open Molecules 2025 dataset; level of theory: ωB97M-V/def2-TZVPD.

Output
* HOMO energy: -9.39 eV
* HOMO-LUMO gap: 9.8943 eV

Geometry as XYZ:
```
22
C7H12O3 | the Open Molecules 2025 dataset | ωB97M-V/def2-TZVPD
O -2.647 -0.244 0.838
O -0.416 0.445 1.680
O -0.330 -1.878 0.538
C -3.450 -0.187 2.003
C -4.481 -2.548 1.544
C -1.016 -1.283 1.335
C -1.633 -1.887 2.577
C -3.992 1.185 2.301
C -4.173 -1.406 2.480
C -2.806 -1.072 3.059
H -3.713 -2.672 0.770
H -2.745 -0.678 4.075
H -5.445 -2.380 1.044
H -4.988 -1.187 3.174
H -0.843 -1.960 3.336
H -1.696 0.782 1.049
H -4.550 -3.491 2.104
H -3.190 1.936 2.305
H -4.731 1.471 1.539
H -4.458 1.202 3.294
H -1.899 -2.919 2.306
H -0.765 0.589 2.569
```

Model iii:
The molecule C7H12O3. Source: the Open Molecules 2025 dataset; level of theory: ωB97M-V/def2-TZVPD.

Output
* SMILES: C[C@@H]1O[C@H](O)[C@@H](C)CC1=O
* HOMO energy: -9.04 eV
* HOMO-LUMO gap: 9.9231 eV

Geometry as XYZ:
```
22
C7H12O3 | the Open Molecules 2025 dataset | ωB97M-V/def2-TZVPD
O -0.768 -1.441 -1.757
O -0.264 1.585 -0.266
O -1.189 1.439 1.803
C -0.727 -1.579 1.925
C -0.136 -0.638 -1.105
C 0.873 -1.121 0.023
C -0.919 0.734 0.645
C -0.041 0.850 -1.464
C 1.295 1.244 -2.081
C 0.132 -0.572 1.198
H -1.888 0.365 0.250
H -0.854 1.053 -2.177
H 0.903 -2.207 -0.010
H 1.518 0.601 -2.932
H 2.097 1.174 -1.345
H -1.328 -2.134 1.209
H 1.847 -0.663 -0.130
H -1.380 -1.076 2.630
H -1.086 2.384 1.649
H 1.246 2.277 -2.417
H -0.103 -2.274 2.482
H 0.771 -0.001 1.869
```

Which of them is most stable? Easy: model iii.